# 1
{
  "formula": "C15H35N5O5Ti",
  "method": "ωB97M-V with the def2-TZVPD basis set",
  "total_charge": 1,
  "lumo_energy_ev": [-1.6, -1.6],
  "total_energy_ev": -56922.9768,
  "homo_lumo_gap_ev": [4.62, 10.44],
  "largest_force_ha_per_bohr": 0.0205,
  "spin_multiplicity": 4,
  "species": ["Ti", "C", "C", "O", "N", "C", "H", "H", "H", "H", "H", "H", "H", "C", "C", "O", "N", "C", "H", "H", "H", "H", "H", "H", "H", "C", "C", "O", "N", "C", "H", "H", "H", "H", "H", "H", "H", "C", "C", "O", "N", "C", "H", "H", "H", "H", "H", "H", "H", "C", "C", "O", "N", "C", "H", "H", "H", "H", "H", "H", "H"],
  "positions_angstrom": [[-0.455, -0.100, -0.141], [-2.878, 0.709, 3.407], [-1.631, 1.222, 2.746], [-1.433, 1.092, 1.533], [-0.780, 1.882, 3.542], [0.471, 2.427, 3.033], [-3.316, -0.105, 2.845], [-3.579, 1.547, 3.464], [-2.676, 0.465, 4.452], [-0.890, 1.772, 4.534], [1.241, 2.304, 3.793], [0.360, 3.485, 2.806], [0.757, 1.876, 2.139], [3.165, -0.147, 2.632], [1.779, -0.616, 2.305], [1.344, -0.502, 1.153], [1.042, -1.139, 3.311], [-0.174, -1.895, 3.058], [3.617, -0.738, 3.432], [3.147, 0.908, 2.888], [3.773, -0.356, 1.753], [1.517, -1.343, 4.174], [-0.729, -1.459, 2.229], [-0.806, -1.877, 3.945], [0.066, -2.932, 2.818], [-2.788, -2.853, -1.805], [-1.489, -3.134, -1.119], [-1.067, -2.447, -0.189], [-0.834, -4.236, -1.531], [0.481, -4.595, -1.010], [-3.341, -2.093, -1.258], [-3.427, -3.743, -1.740], [-2.706, -2.575, -2.853], [-1.183, -4.687, -2.358], [1.233, -3.879, -1.346], [0.738, -5.576, -1.396], [0.436, -4.605, 0.074], [0.583, 4.535, -0.134], [1.011, 3.155, -0.549], [0.201, 2.325, -0.953], [2.320, 2.870, -0.428], [2.856, 1.648, -0.980], [0.072, 4.497, 0.832], [-0.159, 4.936, -0.821], [1.398, 5.251, -0.024], [2.934, 3.630, -0.197], [2.365, 0.786, -0.534], [3.931, 1.633, -0.832], [2.657, 1.609, -2.057], [-0.057, -1.667, -4.231], [-0.615, -0.424, -3.587], [-0.531, -0.209, -2.379], [-1.120, 0.513, -4.416], [-1.428, 1.850, -3.940], [0.412, -2.302, -3.489], [0.712, -1.366, -4.950], [-0.815, -2.183, -4.823], [-1.098, 0.306, -5.398], [-1.752, 2.456, -4.781], [-0.584, 2.279, -3.406], [-2.273, 1.817, -3.248]],
  "atomic_forces_ev_per_a": [[0.0, 0.2, -0.9], [0.1, 0.6, 0.5], [-0.3, -0.3, -0.7], [0.2, 0.0, 0.5], [0.5, 0.0, 0.0], [-0.1, -0.1, 0.3], [0.0, -0.1, 0.0], [-0.1, -0.1, -0.2], [-0.1, -0.4, -0.1], [-0.1, 0.2, 0.0], [0.0, 0.1, 0.0], [0.1, 0.0, 0.0], [0.0, 0.1, -0.1], [0.2, -0.7, 0.0], [-0.2, -0.2, -0.2], [-0.3, 0.2, 0.3], [0.0, 0.0, -0.1], [-0.1, 0.0, 0.1], [-0.1, 0.3, 0.2], [0.2, 0.1, -0.1], [0.0, 0.4, -0.1], [0.1, 0.1, 0.0], [0.1, 0.0, -0.1], [0.0, 0.0, 0.0], [-0.1, 0.0, -0.1], [-1.0, -0.3, 0.3], [0.1, 0.0, 0.2], [0.3, 0.3, 0.0], [0.1, 0.2, -0.1], [-0.3, 0.1, -0.4], [0.3, 0.3, -0.1], [0.2, 0.0, -0.2], [0.2, 0.0, 0.0], [0.0, -0.2, 0.1], [0.1, 0.0, 0.2], [0.0, -0.1, 0.1], [0.1, 0.0, 0.1], [-0.3, 0.4, 0.4], [-0.2, 0.0, 0.1], [-0.1, -0.3, 0.2], [-0.1, 0.4, 0.1], [0.0, -0.1, -0.5], [0.1, -0.2, -0.1], [0.1, -0.1, -0.2], [0.1, -0.1, -0.1], [0.1, -0.1, 0.0], [0.2, -0.1, 0.1], [0.0, -0.1, 0.1], [0.1, 0.0, 0.1], [0.1, 0.3, -0.5], [0.3, 0.5, -0.1], [-0.2, -0.3, 0.5], [0.2, -0.5, 0.2], [-0.6, -0.1, 0.1], [-0.2, -0.1, 0.1], [0.0, 0.0, 0.1], [0.0, -0.2, 0.2], [-0.1, 0.2, -0.1], [0.3, 0.1, -0.1], [0.1, 0.1, -0.1], [0.1, 0.0, 0.1]]
}

# 2
{
  "formula": "C15H36B3ClO9",
  "method": "ωB97M-V with the def2-TZVPD basis set",
  "total_charge": 0,
  "lumo_energy_ev": 0.3,
  "total_energy_ev": -49120.9625,
  "homo_lumo_gap_ev": 9.33,
  "smiles": "CC[C@H](Cl)B1OBOBO1.COCCOCCOC.COCCOCCOC",
  "largest_force_ha_per_bohr": 0.0418,
  "species": ["C", "C", "C", "Cl", "B", "O", "B", "O", "B", "O", "H", "H", "H", "H", "H", "H", "H", "H", "C", "O", "C", "C", "O", "C", "C", "O", "C", "H", "H", "H", "H", "H", "H", "H", "H", "H", "H", "H", "H", "H", "H", "C", "O", "C", "C", "O", "C", "C", "O", "C", "H", "H", "H", "H", "H", "H", "H", "H", "H", "H", "H", "H", "H", "H"],
  "positions_angstrom": [[-1.843, 0.385, -0.069], [-0.922, 1.320, 0.736], [0.514, 0.775, 0.970], [1.697, 2.161, 1.008], [1.052, -0.249, -0.127], [1.883, -1.304, 0.328], [1.338, -2.519, -0.132], [1.118, -2.651, -1.512], [0.698, -1.444, -2.116], [0.805, -0.185, -1.506], [-1.595, 0.328, -1.129], [-2.850, 0.813, -0.018], [-1.897, -0.616, 0.372], [-0.876, 2.334, 0.338], [-1.379, 1.427, 1.727], [0.556, 0.272, 1.937], [1.106, -3.371, 0.660], [0.210, -1.549, -3.192], [5.072, 0.365, 0.986], [5.689, -0.898, 1.138], [5.423, -1.766, 0.047], [6.571, -2.734, -0.165], [7.702, -2.153, -0.805], [8.513, -1.285, -0.020], [9.358, -2.003, 1.016], [8.575, -2.356, 2.146], [9.081, -3.489, 2.818], [3.983, 0.268, 0.987], [5.375, 0.990, 1.824], [5.401, 0.847, 0.058], [5.259, -1.194, -0.872], [4.512, -2.330, 0.283], [6.226, -3.509, -0.853], [6.854, -3.232, 0.763], [7.920, -0.488, 0.428], [9.195, -0.817, -0.734], [10.159, -1.336, 1.357], [9.803, -2.895, 0.561], [9.133, -4.350, 2.142], [8.394, -3.732, 3.627], [10.071, -3.285, 3.238], [-5.722, 4.653, -0.986], [-6.151, 3.417, -0.456], [-7.184, 3.569, 0.507], [-8.094, 2.355, 0.520], [-9.012, 2.310, -0.566], [-8.487, 1.965, -1.844], [-8.113, 0.501, -1.978], [-6.865, 0.246, -1.351], [-6.744, -1.087, -0.905], [-5.266, 5.274, -0.207], [-4.981, 4.448, -1.757], [-6.559, 5.191, -1.445], [-7.780, 4.464, 0.297], [-6.712, 3.678, 1.491], [-8.718, 2.422, 1.414], [-7.524, 1.429, 0.596], [-7.658, 2.617, -2.120], [-9.301, 2.164, -2.545], [-8.014, 0.247, -3.041], [-8.902, -0.115, -1.534], [-7.547, -1.336, -0.202], [-5.793, -1.177, -0.381], [-6.756, -1.784, -1.749]],
  "atomic_forces_ev_per_a": [[-0.3, 0.7, 0.1], [0.1, -0.4, 0.6], [-0.5, 0.1, -0.8], [-0.1, -0.4, 0.1], [1.5, 0.3, -0.2], [-2.1, -0.2, -0.3], [1.4, 0.4, -0.6], [-0.9, 1.5, 1.1], [0.6, -0.3, -0.3], [-0.5, -1.4, 0.9], [0.2, -0.1, 0.1], [0.0, -0.2, 0.0], [0.1, 0.0, -0.1], [0.0, -0.2, -0.3], [0.1, 0.1, -0.1], [0.2, 0.2, 0.0], [0.1, -0.2, -0.2], [0.1, 0.2, 0.0], [0.0, -0.2, 0.1], [0.2, 0.2, -0.2], [0.1, -0.1, 0.4], [0.0, 0.0, -0.2], [0.0, 0.0, 0.1], [0.1, -0.1, -0.1], [-0.3, 0.3, 0.2], [-0.1, -0.3, -0.1], [-0.1, 0.2, 0.0], [0.0, 0.1, 0.0], [0.0, -0.1, 0.0], [-0.1, 0.0, 0.0], [0.0, 0.0, 0.0], [-0.1, -0.1, -0.2], [0.0, 0.0, -0.1], [0.0, 0.2, 0.1], [0.0, -0.1, 0.2], [0.0, -0.1, 0.0], [0.1, 0.0, -0.2], [0.0, 0.0, 0.0], [0.1, 0.0, 0.0], [0.0, 0.1, 0.0], [0.1, -0.1, 0.0], [0.0, -0.2, 0.1], [-0.2, 0.1, -0.2], [0.3, -0.3, 0.0], [-0.2, 0.1, 0.1], [0.1, 0.0, 0.0], [-0.2, 0.0, 0.0], [0.4, 0.2, -0.1], [-0.1, 0.0, 0.3], [0.1, 0.2, -0.1], [0.0, 0.1, 0.0], [0.0, 0.0, 0.1], [0.0, 0.1, 0.1], [0.0, 0.0, 0.0], [-0.2, 0.1, 0.1], [0.0, 0.1, 0.0], [0.2, 0.1, -0.1], [0.2, -0.1, 0.1], [0.0, 0.0, 0.0], [-0.2, 0.0, -0.1], [0.0, 0.0, 0.0], [0.0, -0.1, -0.1], [0.0, 0.0, -0.1], [0.0, -0.1, 0.1]]
}

# 3
{
  "formula": "C15H36F9O15S9Zn",
  "method": "ωB97M-V with the def2-TZVPD basis set",
  "de_lowest_kcal_mol": 21.21,
  "total_charge": -1,
  "lumo_energy_ev": 1.1,
  "total_energy_ev": -217241.2264,
  "homo_lumo_gap_ev": 7.38,
  "largest_force_ha_per_bohr": 0.0927,
  "species": ["Zn", "C", "F", "F", "F", "S", "O", "O", "O", "C", "F", "F", "F", "S", "O", "O", "O", "C", "F", "F", "F", "S", "O", "O", "O", "C", "S", "O", "C", "H", "H", "H", "H", "H", "H", "C", "S", "O", "C", "H", "H", "H", "H", "H", "H", "C", "S", "O", "C", "H", "H", "H", "H", "H", "H", "C", "S", "O", "C", "H", "H", "H", "H", "H", "H", "C", "S", "O", "C", "H", "H", "H", "H", "H", "H", "C", "S", "O", "C", "H", "H", "H", "H", "H", "H"],
  "positions_angstrom": [[-22.444, 5.477, 5.799], [-20.774, 2.429, 8.197], [-19.896, 3.360, 8.264], [-20.488, 1.676, 7.167], [-20.609, 1.655, 9.282], [-22.528, 3.145, 8.223], [-22.604, 3.961, 7.009], [-23.421, 1.954, 8.134], [-22.625, 3.970, 9.399], [-24.860, 2.986, 2.850], [-23.536, 2.798, 2.694], [-25.272, 3.970, 1.979], [-25.560, 1.847, 2.754], [-24.977, 3.567, 4.704], [-24.043, 4.712, 4.822], [-26.387, 3.965, 4.942], [-24.653, 2.411, 5.571], [-19.392, 4.931, 2.729], [-18.102, 4.616, 2.363], [-19.411, 6.264, 2.997], [-20.210, 4.753, 1.694], [-19.851, 4.017, 4.381], [-19.766, 2.590, 4.018], [-18.898, 4.469, 5.386], [-21.168, 4.471, 4.710], [-14.316, 3.892, 4.439], [-13.561, 2.839, 3.116], [-13.550, 1.378, 3.622], [-14.932, 3.135, 1.898], [-15.405, 3.887, 4.383], [-14.045, 4.945, 4.365], [-14.010, 3.453, 5.388], [-15.891, 3.022, 2.404], [-14.827, 2.626, 0.940], [-14.986, 4.201, 1.679], [-22.563, 9.628, 4.799], [-21.439, 8.240, 4.422], [-22.331, 7.011, 4.637], [-21.224, 8.668, 2.670], [-22.864, 9.637, 5.847], [-23.470, 9.553, 4.200], [-22.179, 10.608, 4.514], [-20.569, 9.533, 2.561], [-22.172, 8.855, 2.165], [-20.778, 7.862, 2.087], [-19.061, 0.935, 1.187], [-17.330, 1.324, 0.609], [-16.724, 0.132, -0.144], [-17.873, 2.296, -0.788], [-19.597, 1.834, 1.491], [-19.004, 0.361, 2.112], [-19.498, 0.407, 0.340], [-18.477, 3.031, -0.256], [-18.511, 1.723, -1.460], [-17.098, 2.898, -1.263], [-20.405, 7.186, -0.661], [-19.748, 7.333, -2.367], [-19.198, 8.753, -2.625], [-18.220, 6.203, -2.290], [-20.400, 6.141, -0.352], [-21.424, 7.571, -0.636], [-19.717, 7.855, -0.144], [-17.731, 6.160, -3.264], [-18.435, 5.166, -2.033], [-17.487, 6.510, -1.543], [-18.472, 6.960, 7.469], [-20.246, 7.185, 7.868], [-21.083, 6.406, 6.857], [-20.354, 6.450, 9.557], [-18.123, 5.931, 7.553], [-17.892, 7.519, 8.203], [-18.312, 7.376, 6.474], [-21.386, 6.426, 9.910], [-19.672, 6.940, 10.252], [-19.981, 5.426, 9.568], [-17.206, 1.567, 5.561], [-16.230, 0.062, 5.533], [-16.570, -0.883, 6.705], [-16.935, -0.786, 3.993], [-16.936, 2.156, 6.438], [-18.294, 1.491, 5.547], [-16.918, 2.222, 4.739], [-17.910, -1.246, 4.153], [-16.242, -1.557, 3.658], [-17.046, -0.088, 3.163]],
  "atomic_forces_ev_per_a": [[-0.9, -1.5, 0.2], [-2.1, -1.4, 0.9], [2.0, 2.5, 0.1], [-0.3, -0.4, -1.2], [-0.3, -0.1, 0.5], [-2.8, -3.0, -0.7], [0.5, -0.1, 0.1], [2.5, 2.6, 0.7], [0.6, 0.0, 0.5], [0.4, 1.6, 2.5], [-0.7, -0.5, -1.0], [0.3, -1.8, 0.7], [0.7, 1.0, -0.9], [-3.0, -1.6, 3.4], [-0.2, 0.1, -1.0], [1.9, 0.1, -1.5], [0.4, 1.7, -2.6], [0.7, 0.1, 1.5], [-1.4, 0.2, 0.1], [0.3, -0.3, -0.2], [0.3, -0.4, 0.2], [1.7, -2.6, 0.4], [0.0, 2.3, -0.1], [0.2, 0.0, -1.3], [-0.6, 0.0, -1.4], [-0.4, -0.3, -0.2], [-0.3, -1.5, 0.5], [-0.5, 2.7, -1.0], [-0.1, 0.7, 0.8], [0.0, -0.3, 0.0], [0.5, -0.2, -0.1], [0.1, 0.1, -0.1], [0.1, -0.9, -0.2], [0.1, -0.4, 0.5], [0.7, 0.3, 0.0], [-0.4, 0.3, -0.4], [-0.8, -0.1, 0.8], [0.4, 2.5, -2.0], [-0.6, -0.7, -0.8], [0.4, -0.3, 0.0], [0.0, -0.6, 0.0], [0.6, -0.1, 0.2], [-0.1, 0.1, 0.5], [-0.2, 0.2, 0.3], [0.2, -0.2, 0.6], [1.0, 0.0, -0.2], [0.0, -1.7, -1.7], [-0.7, 0.8, 1.6], [-0.8, 1.5, 1.0], [0.1, 0.2, -0.4], [0.1, -0.3, -0.3], [-0.3, -0.1, 0.3], [-0.5, 0.4, -0.3], [0.4, -0.1, 0.0], [0.3, -0.7, -0.1], [0.9, 0.5, -0.7], [1.4, 0.6, -1.4], [-0.9, -2.2, 1.1], [-0.4, 0.1, 0.6], [0.2, 0.2, 0.1], [0.1, 0.1, -0.2], [-0.1, -0.3, 0.7], [-0.3, 0.5, -0.1], [-0.7, 0.0, 0.0], [-0.1, 0.6, 0.0], [-0.3, -0.4, 0.5], [-0.3, 0.1, 0.1], [1.7, 0.9, 1.9], [0.6, -1.0, -0.5], [-0.4, -0.1, -0.4], [-0.3, 0.4, 0.1], [-0.1, -0.2, 0.1], [0.1, 0.2, -0.3], [-0.2, 0.7, -0.2], [-0.3, -0.2, -0.5], [-0.6, 0.5, 0.2], [-0.3, -2.3, 0.4], [0.1, 1.7, -1.7], [0.1, 0.6, 0.3], [0.1, -0.4, 0.3], [0.1, -0.4, 0.0], [0.1, -0.4, -0.4], [0.0, 0.1, 0.5], [0.2, 0.1, 0.4], [0.2, 0.3, 0.2]]
}